(1)
{"formula": "C29H47BN9O4PdS4", "method": "wB97M-V/def2-TZVPD", "charge": -1, "elements": ["Pd", "C", "C", "C", "C", "N", "C", "C", "N", "B", "N", "C", "C", "N", "C", "S", "C", "C", "C", "C", "N", "C", "C", "N", "C", "S", "C", "C", "C", "C", "C", "S", "H", "H", "H", "H", "H", "H", "H", "H", "H", "H", "H", "H", "H", "H", "H", "H", "H", "H", "H", "H", "H", "H", "H", "H", "H", "H", "H", "H", "H", "H", "H", "H", "H", "H", "C", "C", "S", "O", "O", "C", "C", "N", "C", "N", "C", "C", "N", "O", "O", "C", "H", "H", "H", "H", "H", "H", "H", "H", "H", "H", "H", "H", "H"], "positions_angstrom": [[-0.0648, 0.0775, 0.9163], [5.2341, -2.2808, -3.4849], [4.3042, -2.3215, -2.2670], [3.9302, -3.7711, -1.9272], [5.0630, -1.7356, -1.0808], [3.0570, -1.6024, -2.6161], [2.2940, -2.0649, -3.6783], [1.1320, -1.3980, -3.6633], [1.1256, -0.5199, -2.5940], [-0.1010, 0.2279, -1.9373], [-1.4342, -0.0983, -2.6965], [-1.6042, -0.3711, -4.0415], [-2.8592, -0.7884, -4.2511], [-3.5159, -0.7572, -3.0307], [-2.6566, -0.2483, -2.0736], [-3.0206, 0.2615, -0.5188], [-4.9043, -1.2758, -2.9502], [-5.7934, -0.3774, -3.8161], [-4.8988, -2.7131, -3.4842], [-5.4850, -1.3093, -1.5405], [0.1213, 1.7703, -1.9655], [0.2832, 2.3826, -3.1898], [0.4097, 3.7007, -2.9993], [0.3175, 3.9316, -1.6315], [0.1550, 2.7178, -0.9826], [0.0485, 2.4992, 0.6946], [0.4752, 5.3231, -1.1398], [1.9025, 5.7773, -1.4643], [-0.5482, 6.2025, -1.8711], [0.2436, 5.5083, 0.3566], [2.3298, -0.6398, -1.9364], [2.7722, 0.2572, -0.5922], [6.1630, -2.8038, -3.2516], [5.4692, -1.2467, -3.7392], [4.7913, -2.7582, -4.3587], [4.8033, -4.3030, -1.5448], [3.5556, -4.3127, -2.7964], [3.1523, -3.7796, -1.1610], [5.9703, -2.3324, -0.9546], [4.4770, -1.7724, -0.1660], [5.3352, -0.6962, -1.2462], [2.6343, -2.8180, -4.3637], [0.3008, -1.5294, -4.3242], [-0.1591, -0.2227, -0.8127], [-0.8390, -0.1968, -4.7742], [-3.3398, -1.0820, -5.1651], [-5.4846, -0.3820, -4.8623], [-5.7497, 0.6484, -3.4479], [-6.8274, -0.7233, -3.7653], [-4.6121, -2.7640, -4.5350], [-5.8983, -3.1400, -3.3875], [-4.2050, -3.3269, -2.9075], [-5.5661, -0.3180, -1.1064], [-4.8796, -1.9154, -0.8697], [-6.4781, -1.7601, -1.6152], [0.3057, 1.8183, -4.1059], [0.5577, 4.4845, -3.7176], [2.1190, 5.7011, -2.5306], [2.6181, 5.1563, -0.9243], [2.0377, 6.8170, -1.1595], [-0.3906, 6.2200, -2.9493], [-0.4704, 7.2270, -1.5046], [-1.5572, 5.8371, -1.6761], [0.9790, 4.9736, 0.9498], [-0.7407, 5.1581, 0.6580], [0.3234, 6.5794, 0.5624], [5.4140, -6.4388, 3.2281], [4.1048, -5.7254, 2.9146], [2.9536, -6.9226, 2.2416], [2.6623, -7.8731, 3.2856], [3.4809, -7.3871, 0.9823], [1.4734, -5.9853, 1.9294], [1.6618, -4.9561, 0.8165], [0.6009, -3.9637, 0.8319], [0.6871, -2.7488, 1.4221], [-0.4725, -2.0930, 1.3653], [-1.3447, -2.9067, 0.7405], [-0.7166, -4.0818, 0.4042], [-1.2450, -5.1850, -0.2818], [-2.3787, -5.0847, -0.7304], [-0.5559, -6.2037, -0.3870], [1.9271, -2.1810, 2.0154], [6.1540, -5.7217, 3.5805], [5.8008, -6.9264, 2.3340], [5.2638, -7.1963, 3.9955], [4.2454, -4.9449, 2.1680], [3.6343, -5.3088, 3.8052], [1.1990, -5.5238, 2.8792], [0.7179, -6.7174, 1.6436], [1.6891, -5.4588, -0.1447], [2.5910, -4.4091, 0.9481], [-2.3600, -2.6054, 0.5421], [2.0699, -2.5277, 3.0445], [1.7951, -1.0933, 2.0195], [2.8141, -2.4196, 1.4292]], "lowdin_charge": [0.01, -0.04, -0.55, -0.02, -0.10, -0.02, -0.08, -0.07, 0.06, -0.63, 0.06, -0.11, -0.08, -0.02, -0.70, 0.63, -0.55, -0.04, -0.04, -0.10, 0.05, -0.06, -0.08, -0.01, -0.65, 0.58, -0.55, -0.04, -0.04, -0.11, -0.69, 0.66, 0.08, 0.09, 0.07, 0.09, 0.08, 0.07, 0.08, 0.03, 0.06, 0.11, 0.08, 0.01, 0.10, 0.11, 0.07, 0.09, 0.08, 0.07, 0.08, 0.09, 0.04, 0.06, 0.08, 0.11, 0.10, 0.07, 0.09, 0.08, 0.07, 0.08, 0.09, 0.04, 0.06, 0.08, -0.12, -0.30, 0.63, -0.32, -0.31, -0.20, -0.16, 0.05, -0.31, 0.05, -0.02, -0.15, -0.34, 0.06, 0.04, -0.02, 0.08, 0.08, 0.08, 0.09, 0.11, 0.12, 0.11, 0.12, 0.09, 0.10, 0.09, 0.03, 0.05]}

---

(2)
{"formula": "C29H47Cl2N3O5Sr", "method": "wB97M-V/def2-TZVPD", "charge": 2, "e_above_lowest_kcal_mol": 11.56, "elements": ["Sr", "C", "C", "O", "C", "C", "O", "C", "C", "O", "C", "C", "O", "H", "H", "H", "H", "H", "H", "H", "H", "H", "H", "H", "H", "H", "H", "H", "H", "Cl", "C", "Cl", "H", "H", "C", "C", "C", "C", "C", "C", "C", "N", "C", "C", "C", "C", "C", "C", "C", "N", "C", "C", "C", "C", "H", "H", "H", "H", "H", "H", "H", "H", "H", "H", "H", "H", "H", "H", "H", "H", "H", "H", "H", "H", "H", "H", "H", "H", "C", "C", "N", "O", "H", "H", "H", "H", "H"], "positions_angstrom": [[-0.0068, 0.0760, 0.2542], [-3.1749, -1.1377, -0.8916], [-2.0821, -1.7350, -1.7882], [-1.0611, -0.7984, -2.0518], [-1.3945, 0.1508, -3.0566], [-0.5227, 1.3921, -2.8466], [-0.5582, 1.8405, -1.5096], [-1.7382, 2.5219, -1.1410], [-1.6040, 2.8889, 0.3346], [-1.3380, 1.7595, 1.1453], [-2.4294, 1.2004, 1.8399], [-3.3419, 0.3685, 0.9394], [-2.5132, -0.4558, 0.1534], [-3.8280, -1.9320, -0.5045], [-3.8104, -0.4407, -1.4582], [-2.5255, -2.1182, -2.7132], [-1.5891, -2.5575, -1.2654], [-2.4549, 0.4220, -3.0014], [-1.2089, -0.2705, -4.0546], [-0.8386, 2.1845, -3.5371], [0.5188, 1.1290, -3.0384], [-2.6207, 1.8950, -1.3006], [-1.8558, 3.4402, -1.7307], [-2.4991, 3.4222, 0.6700], [-0.7409, 3.5545, 0.4415], [-3.0177, 1.9716, 2.3490], [-1.9809, 0.5443, 2.5877], [-3.9526, 1.0214, 0.2991], [-4.0208, -0.2312, 1.5598], [1.9161, -2.3617, -0.0178], [2.3463, -2.5730, -1.7199], [2.0990, -1.0469, -2.5515], [1.6941, -3.3269, -2.1642], [3.3951, -2.8581, -1.7940], [-0.9121, -5.1481, 5.7094], [-1.9817, -4.0943, 5.3727], [-2.1509, -3.1290, 6.5563], [-3.3175, -4.7982, 5.1265], [-1.4972, -3.3364, 4.1575], [-1.9674, -3.5454, 2.8624], [-1.4702, -2.7852, 1.8207], [-0.5229, -1.8630, 1.9462], [0.0024, -1.7098, 3.1668], [-0.4815, -2.3926, 4.2772], [1.1350, -0.7855, 3.3281], [2.0720, -1.0296, 4.3273], [3.1130, -0.1373, 4.5649], [3.1318, 0.9908, 3.7454], [2.1823, 1.1417, 2.7522], [1.2056, 0.2730, 2.5126], [4.0834, -0.3630, 5.7030], [5.3482, 0.4878, 5.5670], [3.3503, 0.0347, 6.9969], [4.4982, -1.8399, 5.7861], [-1.2221, -5.7179, 6.5814], [0.0471, -4.6826, 5.9266], [-0.7794, -5.8393, 4.8798], [-2.5878, -3.6584, 7.3987], [-2.8133, -2.3074, 6.2882], [-1.2025, -2.7149, 6.8893], [-3.6499, -5.2695, 6.0469], [-3.2289, -5.5783, 4.3764], [-4.0805, -4.0880, 4.8184], [-2.7158, -4.2884, 2.6549], [-1.8513, -2.9401, 0.8223], [-0.0719, -2.1699, 5.2467], [1.9955, -1.9327, 4.9096], [3.8809, 1.7512, 3.8711], [2.1937, 2.0192, 2.1243], [5.1285, 1.5492, 5.6315], [5.8579, 0.2795, 4.6298], [6.0292, 0.2512, 6.3794], [3.0490, 1.0794, 6.9625], [4.0168, -0.1022, 7.8443], [2.4628, -0.5755, 7.1527], [4.9017, -2.1819, 4.8348], [3.6691, -2.4855, 6.0650], [5.2689, -1.9566, 6.5446], [2.4613, 3.3928, -0.6275], [2.7167, 1.9113, -0.6484], [3.9281, 1.5425, -1.0631], [1.8810, 1.0749, -0.2957], [3.3713, 3.9330, -0.3793], [1.6816, 3.6322, 0.0925], [2.1303, 3.7283, -1.6099], [4.6087, 2.2104, -1.3894], [4.1584, 0.5623, -1.1274]], "lowdin_charge": [1.51, -0.16, -0.15, -0.25, -0.15, -0.16, -0.24, -0.15, -0.13, -0.31, -0.15, -0.16, -0.27, 0.15, 0.13, 0.15, 0.12, 0.13, 0.15, 0.15, 0.10, 0.12, 0.15, 0.15, 0.14, 0.15, 0.13, 0.14, 0.15, 0.59, -0.93, 0.63, 0.05, 0.05, -0.02, -0.55, -0.04, -0.05, -0.13, 0.03, -0.12, 0.00, -0.22, 0.05, -0.22, 0.06, -0.13, 0.03, -0.11, 0.02, -0.55, -0.05, -0.02, -0.04, 0.10, 0.08, 0.09, 0.09, 0.10, 0.08, 0.09, 0.08, 0.09, 0.11, 0.10, 0.11, 0.11, 0.11, 0.11, 0.08, 0.09, 0.09, 0.09, 0.10, 0.08, 0.10, 0.08, 0.09, 0.03, -0.56, 0.21, -0.27, 0.10, 0.08, 0.10, 0.13, 0.11]}

---

(3)
{"formula": "C29H48BN8SbSe4Ti", "method": "wB97M-V/def2-TZVPD", "charge": 2, "e_above_lowest_kcal_mol": 0.00, "elements": ["Ti", "C", "C", "C", "C", "N", "N", "B", "N", "N", "C", "C", "C", "C", "C", "C", "C", "C", "N", "N", "C", "C", "C", "C", "C", "C", "C", "C", "C", "C", "C", "C", "H", "H", "H", "H", "H", "H", "H", "H", "H", "H", "H", "H", "H", "H", "H", "H", "H", "H", "H", "H", "H", "H", "H", "H", "H", "H", "H", "H", "H", "H", "H", "H", "H", "H", "H", "H", "H", "H", "H", "H", "Se", "Sb", "Se", "Se", "Se", "C", "C", "C", "C", "N", "N", "C", "H", "H", "H", "H", "H", "H", "H", "H"], "positions_angstrom": [[-0.2138, 0.3455, -0.2994], [-5.4231, 1.1964, -0.1897], [-4.1502, 1.1374, -0.9535], [-3.9200, 1.3517, -2.3039], [-2.5624, 1.1636, -2.5156], [-1.9726, 0.8418, -1.3317], [-2.9738, 0.8479, -0.3850], [-2.6565, 0.4150, 1.0437], [-2.1915, -1.0710, 0.9902], [-1.1146, -1.4021, 0.1842], [-1.0529, -2.7628, 0.1433], [-2.0910, -3.2727, 0.9005], [-2.7907, -2.1855, 1.4168], [-3.9810, -2.1873, 2.3069], [-0.0017, -3.5446, -0.6074], [-0.2504, -5.0409, -0.4254], [1.3891, -3.2266, -0.0417], [-0.0938, -3.2234, -2.1055], [-1.4678, 1.3186, 1.5555], [-0.6830, 2.0824, 0.7082], [-0.0582, 3.0074, 1.4534], [-0.4241, 2.8328, 2.7898], [-1.3064, 1.7731, 2.8234], [-2.0713, 1.2155, 3.9677], [0.7604, 4.1309, 0.8661], [-0.1334, 5.3838, 0.9353], [2.0180, 4.3780, 1.7051], [1.1301, 3.8814, -0.5944], [-1.8544, 1.3320, -3.8476], [-0.7711, 2.4127, -3.7379], [-1.2787, -0.0075, -4.3241], [-2.8630, 1.7952, -4.9022], [-6.2301, 1.4978, -0.8524], [-5.3605, 1.9134, 0.6283], [-5.6751, 0.2230, 0.2312], [-4.6599, 1.6182, -3.0344], [-3.5947, 0.5207, 1.7606], [-2.3211, -4.3090, 1.0701], [-4.3967, -3.1907, 2.3525], [-4.7526, -1.5063, 1.9534], [-3.7064, -1.8876, 3.3195], [-0.1508, -5.3426, 0.6176], [0.4903, -5.5936, -1.0019], [-1.2348, -5.3372, -0.7857], [1.4514, -3.5036, 1.0115], [1.6510, -2.1743, -0.1337], [2.1352, -3.8090, -0.5833], [-0.1343, -2.1551, -2.3071], [-0.9877, -3.6773, -2.5350], [0.7759, -3.6307, -2.6260], [-0.1249, 3.4329, 3.6317], [-1.6928, 1.6302, 4.8988], [-1.9939, 0.1298, 4.0066], [-3.1290, 1.4683, 3.8834], [-0.4168, 5.6139, 1.9609], [-1.0425, 5.2456, 0.3484], [0.4109, 6.2375, 0.5334], [1.7747, 4.6171, 2.7393], [2.5663, 5.2249, 1.2929], [2.6849, 3.5152, 1.7103], [0.2523, 3.6788, -1.2076], [1.8261, 3.0467, -0.7181], [1.6201, 4.7686, -0.9955], [0.0043, 2.1603, -3.0185], [-1.2135, 3.3666, -3.4471], [-0.2942, 2.5459, -4.7104], [-0.5210, -0.4026, -3.6535], [-0.8179, 0.1215, -5.3055], [-2.0725, -0.7494, -4.4200], [-3.3166, 2.7499, -4.6370], [-3.6529, 1.0615, -5.0616], [-2.3416, 1.9263, -5.8499], [3.2605, 1.2734, -5.0423], [3.8439, 0.1447, -2.9258], [5.4955, 0.2294, -1.2729], [3.2328, -1.1885, -4.9142], [1.4208, 0.1739, -1.8527], [4.4928, 1.3915, 2.3616], [3.2265, 0.6273, 2.2212], [2.6868, -0.3941, 2.9742], [1.4267, -0.6534, 2.4404], [1.1891, 0.1535, 1.3779], [2.3271, 0.9080, 1.2739], [0.4356, -1.5831, 3.0409], [5.2933, 0.7329, 2.6923], [4.3776, 2.1793, 3.1074], [4.7836, 1.8482, 1.4175], [3.1240, -0.8707, 3.8325], [2.4277, 1.5810, 0.5353], [-0.0113, -1.1111, 3.9175], [0.9359, -2.4860, 3.3881], [-0.3528, -1.8666, 2.3565]], "lowdin_charge": [0.76, 0.01, -0.22, 0.07, -0.17, 0.01, 0.03, -0.49, 0.04, 0.00, -0.19, 0.07, -0.23, 0.02, -0.53, -0.05, -0.03, -0.03, 0.01, 0.00, -0.21, 0.07, -0.23, 0.02, -0.53, -0.02, -0.02, -0.04, -0.53, -0.05, -0.04, -0.05, 0.10, 0.10, 0.09, 0.12, 0.13, 0.13, 0.10, 0.08, 0.10, 0.10, 0.10, 0.10, 0.09, 0.03, 0.10, 0.01, 0.10, 0.10, 0.13, 0.10, 0.08, 0.10, 0.09, 0.10, 0.10, 0.09, 0.10, 0.06, 0.07, 0.04, 0.11, -0.01, 0.10, 0.09, 0.00, 0.10, 0.10, 0.10, 0.09, 0.10, 0.15, 0.06, 0.11, 0.15, 0.35, -0.01, -0.27, 0.05, -0.29, -0.03, 0.05, 0.01, 0.10, 0.10, 0.06, 0.13, 0.09, 0.09, 0.10, 0.05]}

---

| no. | gap between HOMO and LUMO (eV) | largest force on an atom (eV/A) |
| --- | --- | --- |
| 1 | 4.078 | 0.93 |
| 2 | 9.350 | 2.08 |
| 3 | 6.297 | 0.69 |